(1)
Here is a molecular structure, C12H13BrO2Yb from the OMol25 dataset. Energies are from ωB97M-V with the def2-TZVPD basis set.

Structure (XYZ):
```
29
Properties=species:S:1:pos:R:3
C 1.953 -1.063 0.612
C 2.431 0.093 1.292
C 1.841 0.124 2.586
H 3.255 0.705 0.947
C 0.987 -1.012 2.704
C 1.032 -1.727 1.472
H 0.488 -2.638 1.238
H 2.219 -1.343 -0.409
H 2.207 0.714 3.409
H 0.506 -1.346 3.614
Yb 0.175 0.303 0.851
Br -0.374 0.783 -1.691
C -3.072 -0.543 -3.291
C -3.092 -1.904 -2.883
C -1.946 -2.552 -3.450
H -3.847 -2.372 -2.257
C -1.226 -1.585 -4.205
C -1.917 -0.339 -4.110
H -1.608 0.601 -4.561
H -3.793 0.227 -3.024
H -1.679 -3.598 -3.331
H -0.304 -1.749 -4.758
C 0.276 2.913 3.539
O 1.328 3.428 2.469
C 1.734 2.650 1.527
O 2.224 2.780 0.436
H -0.490 3.696 3.608
H 0.845 2.796 4.465
H -0.156 1.955 3.200
```

Properties
* frontier orbital gap (spin up / spin down): 0.1312 / 0.1326 Eh
* energy above the lowest of the compared OMol25 structures with the same formula, charge and spin: 924.5 kJ/mol
* total charge: -1
* ⟨S²⟩: 0.76
* molar mass: 442.2 u
* F_max: 7.10 eV/A
* 2S+1: 2
* E_HOMO (spin up / spin down): -2.16 / -2.16 eV

Results of the natural (NBO) charge analysis, in e, for atoms 1 through 6: -0.3911 -0.3538 -0.3330 0.2737 -0.4233 -0.4356



(2)
Here is a molecular structure, C17H18N4O3S2 from the OMol25 dataset. Energies are from ωB97M-V with the def2-TZVPD basis set.

Structure (XYZ):
```
44
Properties=species:S:1:pos:R:3
O 3.907 -0.015 -1.953
C 2.725 -0.284 -1.856
N 2.254 -1.307 -1.125
H 1.262 -1.423 -0.969
C 3.115 -2.040 -0.223
H 4.027 -2.315 -0.758
H 2.578 -2.939 0.083
C 3.495 -1.197 1.009
C 2.270 -0.622 1.660
C 1.854 0.667 1.351
C 0.707 1.194 1.919
C -0.035 0.439 2.810
C 0.367 -0.850 3.117
C 1.508 -1.377 2.542
H 1.816 -2.384 2.785
H -0.210 -1.445 3.809
H -0.920 0.859 3.267
H 0.395 2.200 1.672
H 2.441 1.263 0.666
H 4.041 -1.830 1.710
H 4.151 -0.391 0.677
C 1.677 0.525 -2.624
H 1.567 0.071 -3.611
H 2.100 1.521 -2.766
C 0.299 0.631 -1.965
N -0.536 -0.505 -2.305
S -1.391 -1.233 -1.098
O -2.240 -2.205 -1.712
O -0.448 -1.671 -0.107
C -2.426 0.021 -0.345
C -2.710 -0.034 0.989
C -3.589 0.892 1.590
C -4.202 1.874 0.860
C -3.931 1.950 -0.516
N -4.416 2.819 -1.404
S -3.804 2.489 -2.845
N -2.881 1.235 -2.439
C -3.026 1.010 -1.132
H -4.882 2.582 1.306
H -3.783 0.810 2.648
H -2.238 -0.805 1.575
H -1.096 -0.389 -3.134
H 0.395 0.646 -0.875
H -0.186 1.563 -2.278
```

Properties
* frontier orbital gap: 0.2827 Eh
* energy above the lowest of the compared OMol25 structures with the same formula, charge and spin: 58.9 kJ/mol
* molar mass: 390.5 u
* F_max: 1.33 eV/A
* E_HOMO: -9.10 eV

Results of the natural (NBO) charge analysis, in e, for atoms 1 through 6: -0.6415 0.6809 -0.6373 0.4293 -0.2084 0.2202



(3)
Here is a molecular structure, C11H35BCl3F4GeNO6P2Si4Y from the OMol25 dataset. Energies are from ωB97M-V with the def2-TZVPD basis set.

Structure (XYZ):
```
69
Properties=species:S:1:pos:R:3
Y 8.344 12.673 10.187
N 10.180 13.934 6.213
C 10.653 13.029 7.273
C 11.909 12.382 6.785
P 11.101 14.167 8.665
O 12.384 13.688 9.454
O 11.408 15.375 7.899
O 9.961 14.051 9.655
P 9.316 11.964 7.697
O 9.300 11.060 6.390
O 9.718 11.272 8.959
O 8.040 12.777 7.915
H 10.709 14.839 6.302
H 9.222 14.208 6.429
H 10.157 13.491 5.264
H 12.827 12.850 7.103
H 11.917 12.257 5.709
H 11.939 11.395 7.336
H 12.129 13.318 10.255
H 8.675 10.338 6.481
F 7.133 10.790 9.932
B 5.934 11.087 10.698
F 4.813 10.626 10.143
F 6.094 12.572 10.762
F 6.198 10.640 11.946
Cl 8.000 14.639 12.034
Ge 9.540 13.710 13.460
Cl 8.165 12.175 14.210
Cl 10.264 11.949 11.831
C 6.917 8.095 6.666
Si 8.224 6.778 6.816
C 7.351 5.207 6.218
C 9.733 7.065 5.772
Si 8.850 6.734 9.126
Si 11.134 7.036 9.447
C 11.568 6.702 11.299
C 11.635 8.687 8.874
C 12.195 5.856 8.423
Si 7.378 6.492 10.932
C 5.869 7.472 10.640
C 6.922 4.595 10.942
C 8.263 7.034 12.463
H 6.895 8.734 5.793
H 6.772 8.737 7.543
H 5.982 7.498 6.721
H 7.250 5.200 5.135
H 6.358 5.016 6.629
H 8.030 4.390 6.470
H 9.480 7.470 4.790
H 10.122 6.016 5.621
H 10.572 7.721 6.088
H 10.941 7.332 11.866
H 12.500 7.179 11.504
H 11.487 5.667 11.593
H 10.940 9.410 9.203
H 11.597 8.607 7.818
H 12.674 9.154 8.971
H 11.950 4.775 8.664
H 13.254 6.077 8.660
H 12.157 6.143 7.342
H 5.349 7.156 9.694
H 5.997 8.524 10.481
H 5.147 7.371 11.474
H 6.218 4.350 10.174
H 6.557 4.416 11.960
H 7.806 3.956 10.840
H 9.011 7.787 12.187
H 8.780 6.190 12.908
H 7.597 7.479 13.273
```

Properties
* frontier orbital gap (spin up / spin down): 0.2282 / 0.2946 Eh
* energy above the lowest of the compared OMol25 structures with the same formula, charge and spin: 60.6 kJ/mol
* ⟨S²⟩: 0.75
* molar mass: 806.4 u
* F_max: 3.14 eV/A
* 2S+1: 2
* E_HOMO (spin up / spin down): -6.64 / -8.58 eV

Results of the natural (NBO) charge analysis, in e, for atoms 1 through 6: 1.9949 -0.7002 -0.6915 -0.6310 2.4455 -0.9672



(4)
Here is a molecular structure, C29H19CeF2N5O3S2 from the OMol25 dataset. Energies are from ωB97M-V with the def2-TZVPD basis set.

Structure (XYZ):
```
61
Properties=species:S:1:pos:R:3
Ce -0.181 0.504 -0.505
F -5.698 1.423 0.354
C -4.465 1.623 0.852
C -3.376 1.575 0.002
C -2.084 1.784 0.489
C -1.942 2.056 1.860
C -3.066 2.066 2.680
F -2.938 2.267 4.011
C -4.343 1.850 2.207
C -0.599 2.385 2.397
C -0.426 3.362 3.378
C 0.846 3.669 3.813
C 1.931 3.002 3.260
C 1.682 2.074 2.273
N 0.454 1.765 1.830
H -3.572 1.389 -1.048
H -5.197 1.857 2.868
H -1.287 3.870 3.782
H 0.992 4.426 4.573
H 2.945 3.201 3.575
H 2.501 1.543 1.812
O -1.878 -0.701 -4.578
S -2.682 -0.399 -3.429
O -3.535 0.747 -3.460
N -1.701 -0.337 -2.102
C -1.924 -1.364 -1.272
O -1.242 -1.495 -0.208
C -3.015 -2.269 -1.693
C -3.529 -3.372 -1.040
C -4.600 -4.026 -1.637
C -5.134 -3.577 -2.843
C -4.616 -2.463 -3.496
C -3.548 -1.834 -2.892
H -3.111 -3.703 -0.099
H -5.034 -4.893 -1.157
H -5.974 -4.102 -3.279
H -5.033 -2.110 -4.429
S 1.223 -1.390 -2.743
C 1.033 0.066 -3.517
N 0.924 0.119 -4.886
C 0.867 1.261 -5.586
C 0.910 2.456 -4.931
C 0.898 2.386 -3.535
N 0.939 1.258 -2.852
H 0.792 -0.772 -5.346
H 0.774 1.160 -6.658
H 0.875 3.394 -5.459
H 0.820 3.298 -2.952
N 2.311 -0.007 -0.075
C 3.422 -0.225 0.114
C 4.811 -0.545 0.330
C 5.794 0.367 -0.045
C 7.122 0.048 0.178
C 7.453 -1.165 0.769
C 6.465 -2.069 1.139
C 5.133 -1.763 0.922
H 5.519 1.307 -0.504
H 7.899 0.744 -0.107
H 8.493 -1.409 0.943
H 6.732 -3.011 1.597
H 4.352 -2.456 1.203
```

Properties
* frontier orbital gap (spin up / spin down): 0.2658 / 0.2660 Eh
* total charge: +1
* ⟨S²⟩: 0.75
* molar mass: 727.7 u
* F_max: 1.90 eV/A
* 2S+1: 2
* E_HOMO (spin up / spin down): -10.59 / -10.59 eV

Results of the natural (NBO) charge analysis, in e, for atoms 1 through 6: 1.6812 -0.3174 0.4357 -0.3161 -0.4382 -0.2247



(5)
Here is a molecular structure, AgCl5 from the OMol25 dataset. Energies are from ωB97M-V with the def2-TZVPD basis set.

Structure (XYZ):
```
6
Properties=species:S:1:pos:R:3
Ag 0.411 -1.699 -2.434
Cl -0.720 1.449 2.844
Cl -0.359 1.434 -1.283
Cl -1.869 -1.011 -2.243
Cl 0.995 -1.552 2.065
Cl 1.542 1.380 1.052
```

Properties
* frontier orbital gap (spin up / spin down): 0.1411 / 0.1356 Eh
* total charge: -3
* ⟨S²⟩: 0.75
* molar mass: 285.1 u
* F_max: 1.66 eV/A
* 2S+1: 2
* E_HOMO (spin up / spin down): 2.92 / 3.07 eV

Charge distribution, natural (NBO) scheme, values in e: 0.7505 -0.6698 -0.9258 -0.8235 -0.9794 -0.3520



(6)
Here is a gas-phase ion, C8H11N4 (charge +1) from the OMol25 dataset. Energies are from ωB97M-V with the def2-TZVPD basis set.

Structure (XYZ):
```
23
Properties=species:S:1:pos:R:3
H 2.387 -2.884 0.464
N 1.481 -2.828 0.124
C 1.022 -1.641 0.055
N 1.529 -0.426 0.617
N 0.817 0.766 0.368
C 0.408 1.424 1.698
C 1.537 1.554 -0.643
C -0.485 0.231 -0.181
N -1.512 0.984 -0.419
C -2.530 0.368 -0.853
C -2.609 -0.959 -1.133
C -1.549 -1.765 -0.812
C -0.379 -1.128 -0.338
H 2.466 -0.467 0.976
H 1.314 1.477 2.313
H -0.003 2.491 1.590
H -0.387 0.962 2.212
H 0.933 2.374 -0.857
H 2.595 1.760 -0.237
H 1.575 0.979 -1.567
H -3.446 0.933 -1.012
H -3.513 -1.397 -1.472
H -1.650 -2.807 -0.890
```

Properties
* frontier orbital gap: 0.3823 Eh
* energy above the lowest of the compared OMol25 structures with the same formula, charge and spin: 199.8 kJ/mol
* total charge: +1
* molar mass: 163.2 u
* F_max: 4.37 eV/A
* SMILES: [H]/N=C1\N[N+](C)(C)c2ncccc21
* E_HOMO: -13.86 eV

Results of the natural (NBO) charge analysis, in e, for atoms 1 through 6: 0.3566 -0.5988 0.4313 -0.4897 -0.0616 -0.4138



(7)
Here is a gas-phase ion, C9H20N3O (charge +1) from the OMol25 dataset. Energies are from ωB97M-V with the def2-TZVPD basis set.

Structure (XYZ):
```
33
Properties=species:S:1:pos:R:3
C -2.065 1.066 1.505
C -1.318 1.161 0.124
O -2.197 1.751 -0.825
N -0.774 -0.155 -0.439
C -0.696 -0.064 -1.883
C -1.561 -1.324 -0.107
C -1.110 -2.380 0.574
C 0.349 -2.640 0.718
N 1.200 -1.586 0.118
C 0.658 -0.279 0.323
N 1.485 0.778 -0.187
C 2.530 0.409 -1.141
C 2.018 1.629 0.966
H -3.122 1.050 1.274
H -1.768 0.170 2.052
H -1.716 1.893 1.958
H -0.481 1.903 0.007
H -2.459 2.669 -0.488
H -0.099 0.747 -2.336
H -0.305 -0.995 -2.231
H -1.672 0.132 -2.200
H -2.637 -1.181 -0.460
H -1.867 -3.172 0.834
H 0.694 -2.942 1.781
H 0.576 -3.568 0.260
H 1.322 -1.698 -0.880
H 0.179 -0.134 1.304
H 2.644 1.264 -1.741
H 3.434 0.179 -0.572
H 2.077 -0.361 -1.818
H 2.629 1.108 1.743
H 2.775 2.224 0.454
H 1.277 2.342 1.314
```

Properties
* frontier orbital gap: 0.3882 Eh
* energy above the lowest of the compared OMol25 structures with the same formula, charge and spin: 271.9 kJ/mol
* total charge: +1
* molar mass: 186.3 u
* F_max: 4.34 eV/A
* SMILES: C[C@H](O)[N@+]1(C)C=CCN[C@H]1N(C)C
* E_HOMO: -12.95 eV

Results of the natural (NBO) charge analysis, in e, for atoms 1 through 6: -0.6475 0.2622 -0.7426 -0.3063 -0.4281 -0.0738